1.
This record from the Open Molecules 2025 dataset describes a structure of composition C26H37AsIrN2O19P2S. The level of theory is ωB97M-V with the def2-TZVPD basis set.

The net charge is -1. Its HOMO-LUMO gap is 7.567 eV. The highest occupied orbital energy comes out at -5.372 eV.

Structure (XYZ):
```
89
Properties=species:S:1:pos:R:3:mulliken_charge:R:1
H 2.207 0.829 2.656 0.160
Ir -1.347 -0.025 -0.983 5.029
C -0.262 3.596 -4.890 -0.366
H 3.453 -1.058 -2.597 0.592
H 1.889 4.738 1.124 0.371
H 2.320 -4.683 2.569 0.373
H -2.490 3.926 1.639 0.195
C -3.766 -4.832 -1.118 -0.848
H -0.135 2.629 4.273 0.242
H -1.168 4.409 2.716 0.142
H -2.529 4.884 -2.742 0.607
H -1.697 2.700 5.102 0.493
C 2.978 3.833 2.722 -1.381
H 0.127 -2.299 4.520 0.309
O -2.431 1.577 -0.796 -0.689
O 0.839 -3.504 -0.531 -0.427
H 0.282 -3.567 1.742 -0.315
H 3.872 4.432 2.533 0.455
N -1.544 5.673 -5.113 1.028
O -2.710 -1.331 0.204 -0.717
C 2.148 3.735 1.459 0.432
O 0.870 3.135 1.820 -0.182
H 4.710 -2.739 -0.901 0.500
O 1.696 -2.187 2.349 -0.098
H -1.015 -3.505 3.886 0.487
H -2.809 1.859 3.019 0.397
N 1.152 1.656 -4.741 0.843
C -1.225 4.449 -4.389 -0.686
C 1.552 -4.364 3.275 -1.661
C -2.193 2.801 -1.178 -0.059
P 1.286 -0.997 1.399 -1.443
H -0.138 -6.160 -1.351 0.488
C 0.737 -3.243 2.678 1.656
O -1.161 1.721 1.903 -0.046
C -1.404 -4.444 -1.401 0.189
As -3.091 -2.056 -1.265 1.678
H 0.631 0.309 3.316 0.341
H 1.941 -1.650 -1.910 -0.322
S -0.006 -3.385 -1.700 0.928
H -4.773 -4.453 -1.060 0.510
O 1.348 1.704 -5.946 -0.637
C -2.707 -3.948 -1.336 -0.062
O -2.440 6.377 -4.682 -0.648
H 3.143 1.993 0.628 0.102
C -1.137 2.194 4.315 -1.358
O -0.045 -1.170 0.781 0.886
H 0.905 -5.214 3.497 0.398
H 0.268 3.832 -5.800 0.621
H 2.038 -4.036 4.198 0.351
C -1.858 2.386 2.993 0.544
O 0.599 -3.832 -2.925 -0.655
H -4.337 -6.869 -0.815 0.386
C -3.512 -6.187 -0.981 -0.558
C -2.213 -6.675 -1.056 -0.716
H -1.058 1.137 4.578 0.275
O -2.835 -0.774 -2.321 -0.759
H -5.197 -1.374 -1.384 0.308
O 0.395 1.433 -0.061 -0.422
H 4.263 -0.385 -0.410 0.279
O -0.703 -2.069 -1.858 -0.600
C 0.038 2.449 -4.200 -0.659
C 2.735 -0.921 -1.786 -0.532
H 2.302 0.073 -1.870 0.024
C 1.199 0.498 2.406 -0.337
P 0.314 1.721 1.407 -1.292
O -4.845 -2.271 -1.308 -0.665
H 2.404 4.305 3.521 0.314
O -0.900 5.936 -6.116 -0.654
H 4.364 -2.539 0.832 0.345
H -0.910 -1.924 3.110 0.201
H 3.125 -3.205 -0.252 0.098
C 2.875 3.013 0.338 -1.024
O 1.852 1.041 -3.969 -0.529
C -0.674 2.044 -3.024 0.558
C 3.939 -2.484 -0.172 -1.359
C -0.329 -2.702 3.610 -1.385
C -1.839 4.175 -3.177 -0.327
H 3.292 2.842 3.057 0.237
H 3.788 3.565 0.107 0.482
O 2.576 -0.605 0.620 -0.163
H -2.026 -7.736 -0.948 0.384
O -2.536 3.766 -0.513 -0.794
H -2.820 4.257 3.359 0.499
C -1.569 3.007 -2.507 0.821
C 3.432 -1.089 -0.463 0.757
C -2.098 3.840 2.653 -1.147
O -0.505 0.873 -2.539 -1.171
H 2.260 2.948 -0.558 0.114
C -1.158 -5.807 -1.273 -0.737
```

2.
This record from the Open Molecules 2025 dataset describes a structure of composition C26H37AsNO8P2SZn. The level of theory is ωB97M-V with the def2-TZVPD basis set.

The net charge is +1. Its HOMO-LUMO gap is 9.611 eV. The highest occupied orbital energy comes out at -11.769 eV.

Structure (XYZ):
```
77
Properties=species:S:1:pos:R:3:mulliken_charge:R:1
H 1.781 4.460 3.270 0.388
C -1.013 0.025 -3.577 -0.656
C -2.613 -2.144 2.375 -0.638
As -2.054 0.187 -1.112 1.697
O 3.932 1.471 0.907 -0.608
C -2.880 -1.022 0.249 0.673
H 3.033 -3.575 0.157 0.595
H 1.140 -4.600 1.218 0.454
C -5.397 1.618 -3.236 -0.810
H 3.123 2.606 5.130 0.461
C -4.346 3.497 -2.149 -0.508
H -6.158 1.241 -3.955 0.334
C -4.393 0.792 -2.669 -0.415
C -0.917 -2.168 -2.523 -0.200
H 3.765 3.924 4.023 0.438
C -0.430 -0.520 -4.731 -0.711
H 0.962 3.486 4.248 0.382
C 3.743 -1.129 -0.844 -0.939
H 4.354 4.179 0.862 0.381
H 2.740 -3.366 2.829 0.286
H 4.183 -0.488 -2.779 0.336
H 1.657 -3.219 -0.796 0.258
H -4.413 4.552 -1.923 0.389
H 1.537 0.665 5.709 0.368
H -4.398 -3.187 3.022 0.402
H -1.945 -2.403 3.190 0.461
C 1.181 -3.522 1.303 0.210
H -0.122 -3.757 -3.756 0.437
P 3.025 2.543 1.332 0.759
O 0.359 0.787 2.705 -1.225
C -0.110 -1.892 -4.774 -0.513
C 3.230 -0.662 -2.212 -0.559
H 1.578 -2.026 2.833 0.292
C -1.289 -0.803 -2.541 0.383
C -2.076 -1.410 1.311 -0.370
O 3.509 4.063 1.288 -0.524
H -4.843 -1.222 -0.720 0.313
H -6.049 3.687 -3.332 0.415
C 3.534 2.866 4.157 -1.606
C -3.315 2.728 -1.641 -0.338
H 0.729 3.486 2.445 0.261
C -3.923 -2.589 2.267 -0.644
P 1.586 0.871 3.588 1.239
H 1.306 0.424 -2.274 -0.149
H -5.733 -2.574 1.016 0.369
Zn 0.522 1.060 0.724 2.522
H -0.363 0.096 -5.577 0.515
N 1.380 3.540 3.280 -0.295
C 2.072 -3.075 0.194 -1.135
H -1.217 -2.773 -1.668 0.508
H 4.396 2.247 3.987 0.413
C -3.367 1.361 -1.946 0.279
O 1.264 -0.675 -0.048 -0.298
H -2.482 3.214 -1.101 0.263
H -4.335 -0.270 -2.891 0.420
O 2.586 -0.205 3.733 -0.901
C -0.358 -2.701 -3.679 -0.673
C -4.227 -1.440 0.148 -0.453
S 2.538 -1.422 0.431 0.781
H -1.059 -1.036 1.425 0.109
H 4.274 -2.059 -1.049 0.606
H 0.362 -2.285 -5.697 0.374
H 0.185 -3.088 1.121 -0.190
H 2.578 0.947 -3.425 0.507
O 0.963 1.087 5.049 -0.609
C 2.395 0.584 -2.414 -0.392
C 1.687 -3.099 2.674 -1.259
O -1.145 1.264 -0.230 -1.285
H -1.283 1.079 -3.531 0.391
H 1.035 -3.572 3.405 0.430
C 2.474 2.451 3.153 0.283
O 1.625 2.656 0.686 -0.814
C -5.338 2.971 -3.006 -0.526
H 2.736 -1.529 -2.674 0.212
C -4.751 -2.176 1.214 -0.642
H 2.711 1.421 -1.739 -0.061
H 4.573 -0.455 -0.439 0.353
```

3.
This record from the Open Molecules 2025 dataset describes a structure of composition C26H37AuN6O2SeSi4Te. The level of theory is ωB97M-V with the def2-TZVPD basis set.

As for the spin multiplicity: 3. The net charge is +2. Its HOMO-LUMO gap (spin up / spin down) is 6.011 / 4.845 eV. The highest occupied orbital energy (spin up / spin down) comes out at -12.177 / -13.039 eV. The expectation value of S² is 2.051.

Structure (XYZ):
```
78
Properties=species:S:1:pos:R:3:lowdin_spin:R:1
H 2.910 1.140 -3.201 0.006
O -8.199 2.913 3.058 0.000
C 3.517 0.422 -3.750 0.012
C -3.807 1.906 1.677 0.004
C -4.574 -0.297 0.232 0.001
C -4.333 3.965 2.913 0.001
N -2.884 1.123 1.095 0.040
C 2.653 -4.824 -0.821 0.002
C 5.092 -0.915 -1.254 0.018
H 2.919 -1.941 2.091 0.000
C -3.883 5.162 3.502 -0.001
Si 1.973 -3.455 0.308 0.019
H -0.407 -4.260 0.245 0.000
H -6.586 0.175 0.753 0.000
H 4.516 -3.517 -3.342 0.000
C -3.370 3.096 2.355 0.003
C -3.247 0.071 0.392 0.003
H -4.833 -1.162 -0.356 0.000
H 2.989 0.185 -4.670 0.000
H -2.589 -3.135 -2.948 0.000
H 5.657 -1.823 -1.058 0.001
C 0.561 -3.554 -4.241 0.000
H -1.570 -0.918 -4.802 0.000
C -5.191 1.594 1.591 0.002
H -2.444 -0.491 -0.070 0.002
C 3.200 -2.893 1.651 0.002
H 5.315 -2.350 -4.372 0.003
H -2.148 6.333 3.968 0.000
C 3.363 3.464 2.902 0.134
H 0.436 2.222 4.076 0.009
H 0.339 -4.670 1.770 0.001
C -2.534 5.426 3.528 0.002
Te 0.619 0.706 -0.895 0.294
C -6.121 2.461 2.258 0.000
C 3.300 2.859 1.643 0.000
N -2.060 3.376 2.405 0.049
Au -0.794 1.541 1.465 0.315
H 1.389 -3.145 -4.809 0.000
H 3.233 -3.622 2.458 0.001
C 0.258 -3.888 1.018 0.005
H 1.925 -5.115 -1.571 0.000
C -5.701 3.603 2.872 0.000
Si 1.500 -1.655 -1.495 0.053
H 4.584 -0.631 -0.335 0.003
C -0.772 -0.690 -4.101 0.000
N 2.236 1.446 0.136 0.124
H -1.134 0.094 -3.439 0.000
H -4.601 5.855 3.914 0.000
H 2.897 -5.715 -0.250 0.000
H 3.556 -4.516 -1.336 0.000
Si 3.902 -1.141 -2.728 0.063
Se 3.701 2.152 -0.758 0.247
N 1.169 1.846 2.196 0.050
H 5.815 -0.133 -1.474 0.004
H -2.152 -2.344 -1.450 0.000
H 4.188 4.114 3.134 0.005
Si -0.252 -2.243 -3.122 -0.002
H 2.359 3.621 4.784 -0.003
C 2.337 3.199 3.795 0.009
H 4.441 0.924 -4.033 0.001
N -7.564 2.187 2.339 0.000
H 0.052 -0.282 -4.676 0.000
C 2.172 2.024 1.349 0.015
C 1.266 2.416 3.416 0.158
C -5.550 0.453 0.850 -0.001
H -0.222 -3.036 1.492 0.000
H -6.426 4.246 3.355 0.000
H -1.551 -3.952 -1.811 0.000
H 0.939 -4.389 -3.661 0.000
C 4.376 -2.581 -3.873 0.015
H -0.587 4.660 2.974 0.002
H 4.209 -2.803 1.263 0.000
H -0.148 -3.957 -4.957 0.000
H 3.638 -2.750 -4.651 0.000
C -1.656 4.489 2.971 0.005
N 4.180 3.035 0.661 0.323
O -8.013 1.267 1.699 0.000
C -1.777 -2.984 -2.243 0.000
```